{
  "formula": "H80O40",
  "method": "ωB97M-V/def2-TZVPD",
  "symbols": ["H", "H", "O", "H", "H", "O", "H", "H", "O", "H", "H", "O", "H", "H", "O", "H", "O", "H", "O", "H", "H", "O", "H", "H", "O", "H", "H", "O", "H", "H", "O", "H", "O", "H", "H", "O", "H", "H", "O", "H", "H", "O", "H", "H", "O", "H", "H", "O", "H", "H", "O", "H", "O", "H", "H", "O", "H", "O", "H", "H", "O", "H", "H", "O", "H", "H", "O", "H", "H", "O", "H", "H", "O", "H", "H", "O", "H", "H", "O", "H", "H", "O", "H", "H", "O", "H", "H", "O", "H", "O", "H", "H", "O", "H", "H", "H", "H", "H", "H", "O", "H", "H", "O", "H", "H", "O", "H", "H", "O", "H", "H", "O", "H", "H", "O", "H", "H", "O", "H", "H"],
  "xyz": [[-1.1233, -6.2257, 1.5122], [0.2493, -6.7701, 0.8538], [-0.4396, -6.0610, 0.7976], [2.5214, -3.8267, -2.1490], [3.3273, -2.4944, -2.4270], [3.0131, -3.1602, -1.6663], [1.7734, 2.4291, 5.6493], [0.6362, 1.4111, 5.4704], [1.0481, 2.0045, 6.1208], [1.8785, 3.4314, -3.2676], [2.3618, 1.7756, -3.4575], [2.0535, 2.6766, -3.8086], [-1.3834, -3.3829, 5.7779], [-1.2967, -1.7755, 5.7201], [-0.7988, -2.5857, 5.5545], [-5.8588, -2.7101, 2.2579], [-5.4490, -3.4822, 2.5678], [-0.6814, -2.3820, 0.7260], [-0.8921, -1.4157, 0.4485], [4.7776, 3.6796, 0.0813], [3.3950, 3.5529, 0.1782], [4.0715, 4.0697, 0.7210], [-1.9390, -1.6603, -2.2629], [-2.1566, -3.1200, -1.4784], [-1.8574, -2.5857, -2.1954], [0.7567, 3.7427, 0.5848], [0.5719, 2.1465, 0.2743], [0.7607, 2.8742, 0.9313], [-1.6576, 0.6956, -3.1913], [-2.9407, 0.1779, -2.8152], [-2.1413, -0.1418, -3.2255], [-5.0324, 0.5583, -1.3065], [-4.7205, 0.0481, -2.0263], [-0.5026, 4.5277, 2.3863], [0.9489, 4.2242, 2.8650], [0.3999, 4.8230, 2.3185], [-5.5852, 2.9274, 2.2527], [-4.1668, 2.4793, 2.3288], [-5.0343, 2.2360, 2.5968], [-3.1298, -2.3245, -4.8811], [-3.2882, -0.8658, -4.7115], [-3.6799, -1.6201, -5.2263], [-0.4996, 2.5496, -5.0372], [0.2625, 1.3920, -5.2049], [-0.7528, 1.5714, -5.0883], [2.0335, -1.9749, -0.5449], [0.6519, -1.3756, -0.0093], [1.5844, -1.1257, -0.2154], [2.0012, -1.8422, 2.5594], [2.1261, -2.7000, 3.8480], [1.8390, -2.7339, 2.9314], [-2.1921, 3.6818, -0.9635], [-2.2505, 4.3497, -0.2755], [-0.2200, -4.9600, -0.6257], [0.4854, -3.7323, -0.9336], [-0.3249, -4.0284, -0.5214], [-2.2552, -2.8433, 2.0399], [-2.0469, -2.3056, 2.8260], [-0.1407, 3.8951, -2.8441], [-0.1979, 2.3755, -2.5850], [-0.6957, 3.1740, -2.4579], [-1.5435, 1.0067, 0.5155], [-1.2570, 2.0374, -0.6048], [-1.8546, 1.8109, 0.1138], [4.4564, 2.7744, -4.1633], [5.1176, 1.3553, -3.9449], [4.5616, 1.9756, -3.4649], [2.9077, 3.5821, 3.6727], [2.6090, 2.1818, 2.9921], [2.8781, 2.6294, 3.8829], [-4.4156, -3.9359, -0.4406], [-3.9166, -3.4435, -1.6752], [-3.6094, -3.9553, -0.9427], [-6.6055, -0.4907, -0.6700], [-6.8503, 0.4985, 0.4341], [-6.1763, -0.0574, 0.0647], [3.0633, 0.1705, 5.7852], [1.9217, -0.2292, 5.0122], [2.9540, -0.2901, 4.9272], [1.7762, 5.3441, -2.4691], [0.1664, 5.6723, -2.5677], [0.9250, 5.1698, -2.9234], [-1.5378, -5.8781, -3.0226], [0.1086, -5.9026, -3.3552], [-0.6174, -6.0124, -2.7435], [2.8710, 0.9554, 1.1711], [3.1811, 0.3569, 2.5330], [2.5100, 0.7747, 2.0342], [5.3356, 1.4741, 1.4009], [5.2595, 1.7826, 0.4302], [2.0373, 0.3045, -0.8030], [2.2446, 1.4701, -1.7329], [1.8368, 1.3643, -0.8944], [-2.6595, 5.1800, -0.4963], [-4.6743, -3.1909, 3.0075], [-1.0854, -2.0191, 2.6859], [-1.0120, -1.5140, -0.5343], [-5.0258, 0.5658, -2.7289], [4.7555, 1.1017, 0.0151], [5.2884, 2.7347, 2.7176], [5.1066, 3.4033, 1.9775], [4.4682, 3.0484, 3.2273], [2.5321, -0.1688, -3.1796], [2.2621, -1.0348, -3.5779], [3.3839, 0.1127, -2.9014], [-0.6276, -4.1563, 3.2703], [-0.4721, -4.8374, 2.4885], [0.2692, -3.6670, 3.3937], [5.5964, -0.7712, -2.5997], [6.0624, -0.3976, -1.7863], [5.1297, 0.0172, -2.9230], [0.4754, -4.1469, -3.7735], [-0.2793, -3.7103, -3.3975], [0.6207, -4.1787, -4.7183], [-4.5624, 2.2662, 0.0588], [-4.4400, 1.3748, -0.2520], [-3.7495, 2.5741, 0.3757], [-2.1647, 1.8974, 4.7074], [-1.3179, 2.3135, 4.6576], [-2.4144, 1.4385, 3.9573]],
  "forces_ev_per_a": [[1.0351, -0.5901, -1.6090], [-1.0543, 0.5950, 0.1806], [-0.2991, -1.2457, 2.3473], [-0.1899, -0.3117, -0.3779], [-0.7972, -2.2388, 2.6480], [0.9747, 2.4545, -2.2154], [0.1188, -0.0076, -0.4020], [0.2142, 0.5131, 0.2852], [-0.4187, -0.5579, -0.0382], [-0.0207, -0.0643, 1.1537], [-0.7918, 2.4753, -0.3795], [0.2336, -2.3360, -1.4764], [1.0798, 2.0588, -0.3322], [-0.2086, -0.3217, 0.2553], [-0.8055, -1.5843, 0.0906], [-1.0300, 1.7595, -0.6697], [0.0889, -2.1045, -0.1869], [-0.4670, 1.8280, -1.3300], [-0.0056, -2.2941, 0.1140], [-0.6120, 1.2127, 1.9781], [0.0264, 0.9605, 1.8055], [0.0834, -1.4489, -3.9537], [-0.8535, 2.0032, 0.0545], [-0.3448, 0.1692, 1.1716], [1.8198, -1.7673, -2.0072], [-0.4498, 1.1159, -0.8673], [0.7816, 1.9835, 0.7414], [-0.0529, -3.3327, 0.3057], [0.6583, -0.1686, -0.8041], [-1.2898, -0.3628, 0.6588], [0.5561, 0.6537, 0.3435], [-0.7768, 0.2639, 1.3452], [1.4265, -1.6149, -0.1799], [-0.3890, -0.3846, 0.0414], [-0.8497, 0.3464, -0.5788], [1.0728, 0.8974, 0.9022], [-0.4000, 0.4137, -0.3454], [0.9406, 0.3015, -0.2896], [-0.7222, -0.8170, 1.4911], [0.0291, -0.4774, -0.0624], [-0.4710, -0.7086, -0.8674], [0.5131, 1.1098, 0.8690], [-1.5869, -1.2606, 0.0807], [-2.5730, -0.6750, 0.2215], [4.2757, 1.9578, -0.2033], [-0.5560, 1.5448, 0.3494], [0.9295, 0.7806, 0.0247], [1.0123, -2.4374, -0.4316], [-0.0794, -0.4767, 0.1781], [0.4441, 0.3206, 0.2256], [-0.6664, 0.1816, -0.1799], [-0.3460, 0.8481, -0.5768], [0.4966, -0.1125, 1.4239], [-0.5813, -1.3032, -0.0461], [0.2377, 0.6677, -0.3826], [0.4493, 1.6031, 0.2449], [-0.2388, 0.1727, -0.3178], [2.1465, -0.6192, 0.0935], [-0.2852, -0.9906, 0.5533], [0.6003, -0.5056, -0.3527], [-0.6315, 0.5201, 0.0610], [0.3869, -0.5167, 0.0856], [0.2628, 0.0246, 0.0488], [-0.4582, -0.1745, -0.1359], [0.0610, -2.8009, 2.4830], [0.4162, 0.2902, -0.4202], [0.0470, 2.3606, -2.1801], [-0.3371, -0.3831, 0.2528], [0.3834, 0.5912, 1.6445], [-0.9573, 0.4842, -1.4565], [-0.5155, -0.4570, 1.1074], [0.0583, 0.6126, -1.3947], [-0.1566, -0.4553, 0.5916], [-0.1801, -0.3675, -0.3492], [-0.4088, 0.6165, 0.5710], [0.2689, -0.4341, 0.2060], [0.9087, -0.1541, -0.4843], [2.6126, -0.4563, -0.8387], [-3.5318, 0.4033, 1.1751], [-1.2113, 0.4683, 0.0284], [1.1244, 0.1447, 0.2411], [0.4171, 0.3420, -0.1997], [1.0992, -0.0317, -0.6407], [-0.8770, 0.4070, -0.6542], [-0.9851, -1.4735, 2.2036], [-0.0104, 0.2998, -0.6649], [1.3860, -0.7018, 1.0551], [-1.4447, 0.2375, -0.1721], [-0.0646, 1.3093, -1.5721], [0.8196, -1.2555, 1.3353], [-1.4881, 2.6776, 0.2510], [0.2719, 0.7760, -1.1560], [1.0307, -3.4705, 0.8798], [-0.3160, -0.0540, -0.8375], [0.9661, 0.4462, 0.8266], [-1.5475, 0.0436, 0.2372], [-0.3825, -0.1613, 0.8735], [-0.7417, 1.0187, -2.2769], [-0.4811, -0.7587, -0.7616], [-1.7284, 2.5249, 0.1164], [0.7588, -1.4157, 0.9164], [1.9563, -1.6605, -0.2082], [-2.9012, -0.2518, -0.7608], [1.4556, 1.2691, 0.6821], [1.3266, -1.0964, -0.1860], [0.9182, -0.8838, -1.2313], [-0.0068, 1.8591, 1.2052], [-0.9624, -0.2567, -0.5490], [0.3579, 1.2155, 1.5261], [-0.6959, -0.8553, -1.4978], [0.5334, -0.4856, 0.2300], [2.6634, -0.0561, 0.0661], [-1.0701, 0.5909, -0.4591], [-0.8083, 0.7302, -0.1630], [-2.5161, 0.1047, -1.3071], [0.6569, 0.0368, 0.7031], [2.1813, 0.5804, 0.2310], [-0.3233, 0.7864, 3.0451], [0.7037, 0.2863, -0.5294], [-0.3253, -1.0624, -2.5076]],
  "mulliken_charge": [0.33, 0.27, -0.58, 0.30, 0.29, -0.70, 0.38, 0.20, -0.61, 0.21, 0.35, -0.63, 0.31, 0.32, -0.60, 0.33, -0.60, 0.10, -0.22, 0.42, 0.22, -0.75, 0.22, 0.45, -0.30, 0.22, -0.39, 0.08, 0.19, 0.35, -0.64, 0.21, -0.58, 0.30, 0.32, -0.65, 0.31, 0.27, -0.58, 0.28, 0.39, -0.64, 0.30, 0.33, -0.61, 0.32, 0.21, -0.38, 0.26, 0.32, -0.65, 0.25, -0.50, 0.22, -0.02, -0.39, 0.34, -0.24, 0.40, 0.06, -0.45, -0.04, -0.07, 0.17, 0.33, 0.34, -0.62, 0.34, 0.58, -0.77, 0.27, 0.26, -0.61, 0.31, 0.29, -0.62, 0.33, 0.25, -0.58, 0.31, 0.30, -0.73, 0.29, 0.33, -0.62, -0.14, 0.30, -0.23, 0.41, -0.64, 0.31, -0.29, 0.64, 0.23, 0.28, 0.30, 0.08, 0.25, 0.14, -0.77, 0.48, 0.32, -0.54, 0.23, 0.20, -0.28, 0.38, 0.45, -0.61, 0.35, 0.15, -0.62, 0.29, 0.25, -0.62, 0.52, 0.18, -0.57, 0.32, 0.26],
  "orbital_gap_ev": [8.83, 3.15],
  "charge": 1,
  "max_force_ev_per_a": 4.7,
  "spin_multiplicity": 2,
  "e_homo_ev": [-12.1, -12.1],
  "de_lowest_kj_mol": 846.1,
  "total_energy_ev": -83184.664,
  "s2": 0.76
}

{
  "formula": "C19H42InNOP3S",
  "method": "ωB97M-V/def2-TZVPD",
  "symbols": ["In", "P", "P", "P", "H", "C", "C", "H", "C", "C", "C", "C", "C", "C", "C", "C", "C", "H", "H", "H", "H", "H", "H", "H", "H", "H", "H", "H", "H", "H", "H", "H", "H", "H", "H", "H", "H", "H", "H", "H", "H", "H", "H", "H", "H", "H", "C", "C", "C", "C", "C", "C", "S", "H", "H", "H", "H", "H", "H", "C", "C", "N", "O", "H", "H", "H", "H", "H"],
  "xyz": [[-0.2404, 0.1050, -0.6496], [0.3076, -2.2882, -1.8399], [2.7207, 0.5456, -0.1089], [-2.1981, -0.8373, 0.8607], [1.8873, 4.7894, 0.4379], [0.8788, 4.8695, 0.8273], [0.5529, 4.2902, 2.0059], [1.2617, 3.8761, 2.6692], [0.1662, -2.2102, -3.6641], [1.9220, -3.1619, -1.7079], [-0.7968, -3.6913, -1.4261], [3.0611, 1.8835, 1.0187], [3.8118, -0.7643, 0.3147], [3.1359, 1.0329, -1.7572], [-2.8154, 0.4176, 2.0451], [-2.1464, -2.3828, 1.8464], [-3.6046, -1.0651, -0.3055], [0.1230, 5.3079, 0.1674], [-0.5160, 4.3267, 2.3761], [0.2494, -3.2160, -4.1068], [0.9769, -1.5869, -4.0658], [-0.7972, -1.7689, -3.9442], [1.9349, -4.0585, -2.3409], [2.0967, -3.4866, -0.6775], [2.7426, -2.5144, -2.0254], [-0.6398, -4.5278, -2.1202], [-1.8466, -3.3820, -1.4876], [-0.5759, -4.0433, -0.4110], [3.8719, 2.4104, 0.5218], [3.3339, 1.3932, 1.9562], [2.2245, 2.5786, 1.1968], [4.7239, -0.4641, -0.1762], [3.5499, -1.7479, -0.0373], [3.9831, -0.7544, 1.3779], [4.1934, 1.3007, -1.6207], [2.5763, 1.8982, -2.1219], [3.0746, 0.2024, -2.4658], [-3.8488, 0.7234, 1.8351], [-2.1739, 1.3057, 1.9602], [-2.7508, 0.0650, 3.0826], [-3.0760, -2.5922, 2.4041], [-1.3255, -2.3145, 2.5647], [-1.9491, -3.2412, 1.1975], [-4.5440, -0.6863, 0.1225], [-3.7265, -2.1178, -0.5820], [-3.3758, -0.5119, -1.2234], [-2.2317, 2.5609, -1.8396], [-3.1741, 3.1013, -2.7228], [-3.9637, 4.1869, -2.3786], [-3.8990, 4.7320, -1.0815], [-2.9182, 4.2417, -0.2031], [-2.0995, 3.1633, -0.5701], [-1.4408, 1.1174, -2.5167], [1.3795, 0.3922, 0.4811], [-3.2766, 2.6666, -3.7117], [-4.6162, 4.6344, -3.1316], [-4.5776, 5.5412, -0.7766], [-2.7919, 4.7540, 0.7585], [-1.3450, 2.8133, 0.1287], [2.5090, -4.0495, 2.5611], [1.6261, -2.8373, 2.4957], [1.7512, -1.9708, 3.5326], [0.8286, -2.6059, 1.5503], [2.4251, -4.5650, 3.5295], [3.5744, -3.7799, 2.3991], [2.1984, -4.7428, 1.7827], [1.1372, -1.1759, 3.5697], [2.4916, -2.0837, 4.2202]],
  "forces_ev_per_a": [[-2.4999, -1.5706, -1.2600], [0.6506, -1.5826, -0.8927], [0.3406, 0.9840, 1.6079], [-1.5887, -0.2982, 1.0080], [0.0881, 0.4069, 0.0772], [-0.6266, -1.2580, 0.7894], [-1.9855, 1.2749, -1.4385], [0.7708, -0.3874, 0.6371], [-0.1294, 0.5813, -0.0177], [0.2452, 0.3452, 0.5066], [-0.4374, 0.3623, 0.5663], [-0.0412, 0.1664, -0.1776], [-0.1342, -0.4455, 0.1919], [-0.7459, 0.0388, -0.7680], [0.5823, 0.6750, 0.1058], [0.5318, -0.2169, -0.0279], [0.4187, 0.1058, -0.5637], [0.3328, -0.0356, 0.3520], [1.3989, -0.0008, -0.3954], [-0.0408, 0.3047, 0.3525], [-0.2649, -0.0984, 0.0165], [0.1994, -0.0780, -0.0877], [-0.2490, 0.3052, 0.0008], [-0.0874, 0.1172, -0.0742], [-0.0053, -0.0814, -0.0725], [0.1258, 0.3892, 0.0023], [0.1486, -0.1476, 0.0054], [-0.0457, 0.1521, -0.1823], [0.4044, 0.3313, 0.5816], [0.2724, 0.4036, 0.0255], [0.1950, -0.3168, -0.3099], [0.6036, 0.0468, -0.1853], [-0.2311, -0.2904, -0.0923], [-0.0180, -0.1903, 0.4342], [-0.1131, 0.0567, -0.0950], [0.0725, -0.0699, 0.0163], [-0.0178, 0.1178, 0.0378], [0.3163, -0.2145, -0.0671], [-0.3498, -0.0645, 0.1510], [0.0060, -0.0883, -0.3232], [0.1041, 0.5520, -0.4459], [-0.1360, -0.0443, -0.1370], [0.0289, 0.1874, 0.0988], [0.4044, -0.1397, 0.0166], [0.0670, 0.1369, 0.1882], [-0.2889, -0.0121, 0.1296], [-0.9243, 0.7792, 0.5433], [0.2609, -0.0397, -0.3022], [-0.2063, 0.4379, 0.6603], [0.4253, -0.3075, -0.3860], [-0.3086, 0.0860, -0.2442], [-0.1480, -0.2102, -0.4642], [1.1005, 0.0821, 1.0176], [0.5825, -0.5325, -0.7567], [-0.0084, 0.1060, -0.0103], [0.0510, -0.2986, 0.3240], [0.5115, -0.3600, -0.2110], [0.0121, -0.4642, -0.3087], [0.1301, 0.0350, 0.0306], [0.2372, -0.2687, -0.1546], [-0.5590, 0.6215, -0.4535], [0.3444, -0.3154, -0.5233], [1.1270, 0.0203, 0.9222], [0.0703, 0.2760, -0.2583], [-0.5860, -0.1087, 0.1516], [0.0987, -0.0185, 0.0037], [0.0555, 0.0747, 0.2020], [-0.5379, -0.0047, -0.0679]],
  "mulliken_charge": [0.53, 0.71, 0.90, 0.95, 0.33, -0.50, -0.70, 0.47, -1.23, -1.13, -1.08, -0.87, -1.17, -1.20, -1.13, -1.12, -1.29, 0.29, 0.25, 0.47, 0.39, 0.39, 0.51, 0.07, 0.42, 0.53, 0.29, 0.20, 0.52, 0.54, -0.29, 0.53, 0.17, 0.50, 0.55, 0.44, 0.37, 0.44, 0.17, 0.43, 0.50, 0.25, 0.31, 0.48, 0.36, 0.34, 0.95, -0.79, -0.62, -0.58, -0.68, 0.53, -0.20, 0.12, 0.42, 0.40, 0.41, 0.36, -0.23, -1.38, 0.60, -0.29, -0.40, 0.45, 0.36, 0.31, 0.20, 0.23],
  "orbital_gap_ev": [4.93, 4.93],
  "charge": 3,
  "max_force_ev_per_a": 3.2,
  "e_homo_ev": [-16.1, -16.1],
  "de_lowest_kj_mol": 227.7,
  "total_energy_ev": -67770.698
}

{
  "formula": "C6H10",
  "method": "ωB97M-V/def2-TZVPD",
  "symbols": ["C", "C", "C", "C", "C", "C", "H", "H", "H", "H", "H", "H", "H", "H", "H", "H"],
  "xyz": [[2.1177, -0.4979, 0.0658], [0.6956, -0.0859, -0.0301], [-0.4622, -1.0700, -0.0398], [-1.7361, -0.2035, -0.2206], [-1.2520, 1.1996, 0.1581], [0.2146, 1.1267, 0.3089], [2.3076, -0.9735, 1.0375], [2.7767, 0.3723, -0.0168], [2.4038, -1.2195, -0.7077], [-0.3934, 1.4994, -0.7987], [-0.3956, -1.8862, -0.7683], [-0.4743, -1.5250, 0.9640], [-2.5891, -0.6215, 0.3354], [-2.0447, -0.1376, -1.2665], [-1.9344, 2.0245, 0.3483], [0.7659, 1.9981, 0.6305]],
  "forces_ev_per_a": [[0.2375, -0.1038, 0.0702], [0.2419, -0.3033, 0.7451], [-0.0265, -0.0668, -0.0242], [0.3123, 0.0909, -0.3132], [0.7027, 0.4985, -2.0183], [0.7342, -0.5195, 1.5979], [0.1403, -0.0668, -0.0911], [-0.0163, -0.1514, 0.0233], [-0.0279, 0.1037, 0.0477], [-3.3813, 0.5382, -0.0118], [0.0803, 0.1705, 0.0682], [-0.0913, -0.1754, -0.1485], [0.3076, 0.4972, 0.0155], [-0.1077, -0.4466, -0.0834], [0.5805, -0.0625, 0.2587], [0.3137, -0.0028, -0.1363]],
  "mulliken_charge": [-1.34, 0.37, -0.54, -0.58, -0.58, -0.47, 0.26, 0.35, 0.32, 0.18, 0.32, 0.24, 0.34, 0.26, 0.42, 0.44],
  "orbital_gap_ev": 7.80,
  "charge": 0,
  "max_force_ev_per_a": 3.4,
  "e_homo_ev": -6.7,
  "de_lowest_kj_mol": 302.3,
  "total_energy_ev": -6380.726
}